Entry 1:
Below is a molecular structure, CsH4NO6P2S4 in a non-equilibrium geometry, with properties calculated with wB97M-V/def2-TZVPD.

Element x y z (Å)
Cs 0.11426 -2.89805 -1.49897
S 3.63852 1.22976 0.58655
S -1.72644 -1.23430 -2.49512
S -2.10216 0.39411 0.42493
S 0.35862 1.73862 0.80094
P 1.93287 0.34802 0.24940
P -1.40932 -1.39770 -0.55209
O 0.98511 2.57574 1.84951
O -3.27168 -0.08275 1.21542
O 0.11064 2.53762 -0.41371
O 1.83638 0.09292 -1.41021
O 1.93813 -1.07563 1.14977
O -2.54405 1.29191 -0.65238
N -1.00007 1.03358 1.51924
H -2.14563 -2.57131 -0.13087
H 2.22995 0.88811 -1.77445
H -0.01044 -1.67146 -0.41090
H 1.06530 -1.19918 1.54295

**Energy relative to the best compared isomer or geometry (same formula, charge and spin)**: 65.0 kcal/mol
**Spin multiplicity**: 1
**Orbital gap**: 7.4 eV
**E_LUMO**: -1.78 eV



Entry 2:
Below is a molecular structure, CsH4O2, with properties calculated with wB97M-V/def2-TZVPD.

Element x y z (Å)
Cs -1.53011 -1.42253 -1.20330
O -0.47880 1.32935 -0.88267
O 0.67066 -0.98927 0.58883
H 1.51001 -1.24510 1.00025
H 0.20982 -0.47355 1.26945
H 0.31739 0.85304 -0.59893
H -0.69898 1.94806 -0.17363

**Energy relative to the best compared isomer or geometry (same formula, charge and spin)**: 5.3 kcal/mol
**Spin multiplicity**: 1
**Charge**: +1
**Orbital gap**: 12.2 eV
**E_LUMO**: -3.71 eV



Entry 3:
Below is a molecular structure, CuFH14O7 in a non-equilibrium geometry, with properties calculated with wB97M-V/def2-TZVPD.

Element x y z (Å)
Cu -0.30052 -0.07548 -0.52891
F 0.84548 1.50152 -0.04491
O 2.70548 0.14652 1.34209
O 1.60548 -1.01248 -1.15091
O -0.58752 0.57452 -2.44491
O -0.11852 1.92952 2.28909
O -1.51152 -1.79548 -0.92791
O -2.01352 0.86252 0.13409
O 0.06948 -1.09448 1.32809
H 0.19448 1.86752 1.40809
H 1.17048 -1.56348 -1.80391
H -0.26252 0.40852 -3.33791
H -0.26052 -0.74348 2.10809
H 1.84148 -1.61548 -0.44691
H -2.34352 -1.95548 -0.50491
H 0.73348 1.87352 2.74609
H -2.01252 1.84252 0.09809
H 3.44848 -0.02948 0.72409
H 2.11848 0.75652 0.88309
H -1.81052 -1.75048 -1.81491
H 0.20748 -2.01648 1.50709
H -1.35052 1.13752 -2.57391
H -2.36852 0.75152 1.01209

**Energy relative to the best compared isomer or geometry (same formula, charge and spin)**: 0.0 kcal/mol
**Spin multiplicity**: 2
**Charge**: +1
**Orbital gap (spin up / spin down)**: 9.7 / 8.1 eV
**E_LUMO (spin up / spin down)**: -3.91 / -5.52 eV



Entry 4:
Below is a molecular structure, CuH10O5 in a non-equilibrium geometry, with properties calculated with wB97M-V/def2-TZVPD.

Element x y z (Å)
Cu -0.43422 -0.23928 -0.27881
O 1.48989 0.96774 1.18707
O -0.11663 1.53430 -1.01191
O 0.78003 -1.67046 0.38511
O -1.48944 -0.12703 1.16093
O -1.30019 -1.09838 -1.70826
H 1.21110 -1.33493 1.14230
H -2.19417 0.43223 1.34819
H 1.37999 -1.46187 -0.30090
H -1.52369 -1.99694 -1.43577
H -0.37300 2.38636 -0.73747
H 0.61471 1.77772 -1.62224
H -1.41395 -0.66734 1.97065
H 2.32625 0.87863 1.56538
H 1.56180 1.70962 0.60857
H -0.51847 -1.09038 -2.27287

**Energy relative to the best compared isomer or geometry (same formula, charge and spin)**: 42.4 kcal/mol
**Spin multiplicity**: 1
**Charge**: +1
**Orbital gap**: 8.2 eV
**E_LUMO**: -3.61 eV



Entry 5:
Below is a molecular structure, CuH12O10P in a non-equilibrium geometry, with properties calculated with wB97M-V/def2-TZVPD.

Element x y z (Å)
Cu 0.26592 -0.66536 -0.71515
P -1.64720 0.68198 -0.46814
O 0.04738 0.44824 3.14186
O 1.48317 -1.43819 -1.82808
O -1.51636 2.20579 -0.41023
O -1.67265 -3.52571 -2.00755
O 2.20544 1.66206 -0.57695
O -0.92367 -0.10911 0.71264
O -1.10408 0.04308 -1.72599
O -3.29821 0.18765 -0.56713
O 1.12066 -2.11620 0.71552
O 0.41093 3.39282 1.67102
H -0.12610 2.71132 1.21569
H -0.89115 -3.77818 -1.46499
H 2.08155 -2.03909 0.97415
H 1.82781 2.56293 -0.49197
H -0.22371 0.61139 2.20457
H 1.17077 -2.48018 -0.14121
H -1.39577 -2.68284 -2.45489
H 2.84816 1.56947 0.14636
H -3.70230 0.69832 -1.36852
H 1.86083 -0.61510 -2.19590
H 0.49007 -0.38975 3.11847
H 0.68849 3.06467 2.51641

**Spin multiplicity**: 2
**Charge**: -1
**Orbital gap (spin up / spin down)**: 8.5 / 8.7 eV
**E_LUMO (spin up / spin down)**: 2.63 / 2.61 eV



Entry 6:
Below is a molecular structure, CuH12O6 in a non-equilibrium geometry, with properties calculated with wB97M-V/def2-TZVPD.

Element x y z (Å)
Cu -0.23532 -0.00395 0.22842
O -0.57032 0.89005 -1.47258
O 1.40468 -0.97395 1.18542
O 0.16868 -1.86895 -1.39758
O 1.79668 1.86805 -0.19558
O -0.82132 1.47105 1.27842
O -1.54432 -1.21095 0.86342
H 1.63268 -1.54395 0.46142
H -0.13532 1.72605 1.87742
H -1.51632 2.11105 1.47242
H -0.39932 -1.53495 -2.06858
H 1.74668 -1.45295 1.91742
H -1.42632 -1.65795 1.74242
H 2.12768 1.57805 -1.01058
H -1.32332 1.46305 -1.33458
H -0.14332 -2.72995 -1.21858
H 1.00068 2.35005 -0.50858
H -1.71432 -1.89595 0.21842
H -0.04832 1.41605 -2.03858

**Energy relative to the best compared isomer or geometry (same formula, charge and spin)**: 33.2 kcal/mol
**Spin multiplicity**: 1
**Charge**: +1
**Orbital gap**: 7.9 eV
**E_LUMO**: -3.42 eV



Entry 7:
Below is a molecular structure, CuI, with properties calculated with wB97M-V/def2-TZVPD.

Element x y z (Å)
I -0.42421 -1.20430 0.52236
Cu 0.42421 1.20430 -0.52236

**Energy relative to the best compared isomer or geometry (same formula, charge and spin)**: 3.9 kcal/mol
**Spin multiplicity**: 2
**Charge**: +1
**Orbital gap (spin up / spin down)**: 9.2 / 6.7 eV
**E_LUMO (spin up / spin down)**: -6.52 / -8.71 eV



Entry 8:
Below is a molecular structure, F10H14N5Na2O27S10 in a non-equilibrium geometry, with properties calculated with wB97M-V/def2-TZVPD.

Element x y z (Å)
S -4.10453 8.10040 -0.73194
S 0.96046 -0.88919 3.25945
S 2.07673 -2.41418 2.03842
S -5.73612 -3.70704 -0.38705
S -6.53880 -3.12665 -2.46959
S -2.11547 7.08394 -0.80709
S 1.66405 -3.61016 -10.04888
S 1.16584 -4.31155 -7.94301
S 8.91292 2.17633 -3.59936
S 7.99583 -0.03096 -3.70886
Na 5.53816 -3.12854 6.08292
Na 5.91024 1.30504 2.65182
F 2.21490 -2.27603 -10.67744
F -7.67581 -2.17081 -3.07257
F 3.49000 -3.17609 2.00901
F 0.89113 -3.88122 -6.43967
F 1.32206 0.38155 4.16531
F -6.06612 -3.45474 1.19437
F 6.54025 -0.53435 -4.20331
F 8.12938 3.56159 -3.80903
F -1.23986 6.11706 0.20092
F -5.47968 7.73880 -0.10142
O -6.95040 -4.40939 -2.99309
O 8.98760 -0.81042 -4.41388
O -2.14762 6.35110 -2.07799
O 2.85757 -4.42074 -10.29367
O 2.22011 -5.33691 -7.77942
O -4.84899 2.75358 1.64681
O -0.19067 -4.84089 -8.18946
O 2.08681 -1.87941 0.66305
O -5.29933 -2.52276 -2.92489
O 0.36577 -0.17694 2.13147
O 10.04335 2.42818 -4.45150
O 7.88831 -0.21955 -2.26370
O -4.42014 -3.11571 -0.47977
O -4.38845 7.70947 -2.13159
O 3.66833 6.22806 4.46832
O 8.94832 2.27910 -2.15219
O -5.87329 -5.19607 -0.33452
O 0.40833 -3.90070 -10.78375
O -4.61552 -1.42924 9.76557
O -2.82750 2.66903 7.77769
O -3.86904 9.46857 -0.32304
O 0.25152 -1.54461 9.40244
O -1.72991 -8.95608 3.20659
O 0.08786 -1.54152 4.25243
O 0.15716 1.26163 -3.14929
O 1.29456 -3.58475 2.33988
O -1.31600 8.32494 -0.81718
N 1.38304 -2.92265 -8.47107
N -3.46082 7.06010 0.17292
N -7.00067 -2.91818 -0.84692
N 2.54127 -1.51732 3.11204
N 7.57689 1.27129 -4.26155
H 0.43813 0.88080 -2.31727
H -0.66479 -1.54791 9.67920
H -1.74293 -9.42028 2.36958
H -4.70769 -1.20219 8.84027
H -3.09415 2.29747 8.61856
H 3.60303 5.79060 5.31720
H 0.21625 -1.39679 8.45739
H -1.30825 -8.11943 3.01048
H -2.37289 3.47962 8.00684
H 4.35613 6.88290 4.58808
H -5.42444 -1.89368 9.98044
H -4.63802 3.58991 1.23175
H -4.00852 2.30053 1.71459
H -0.33567 2.04373 -2.90097

**Spin multiplicity**: 1
**Charge**: -3
**Orbital gap**: 1.5 eV
**E_LUMO**: -1.66 eV



Entry 9:
Below is a molecular structure, F10N5Na2O20S10 in a non-equilibrium geometry, with properties calculated with wB97M-V/def2-TZVPD.

Element x y z (Å)
S -6.60849 0.36387 1.44548
S 1.12663 0.60705 1.56939
S -2.25903 -3.20833 -1.51904
S -0.75560 -3.81245 -3.28207
S 2.13090 -0.37174 -5.13218
S -5.49168 -0.85711 -0.30651
S 3.19152 2.37557 5.68139
S 4.91464 2.50494 7.33837
S 3.68312 1.48186 -5.65412
S -0.40217 0.72189 -0.24213
Na 0.92545 -2.45197 -0.30679
Na 0.25884 4.12484 1.20036
F 6.41395 1.94262 7.47355
F 2.10440 -0.52674 2.23968
F -5.66234 -1.31783 -1.83473
F -2.32626 -3.04048 0.06447
F 2.26318 -1.68289 -4.22733
F -8.20341 0.48490 1.81665
F 0.77813 -4.24900 -3.50991
F 4.97683 2.17067 -4.91121
F -0.14657 0.25390 -1.75015
F 2.90248 1.65759 4.25499
O -1.48355 -4.83512 -3.97807
O 3.08944 3.76841 5.33248
O -6.24833 1.73513 1.25496
O -3.25252 -4.23189 -1.71571
O 2.14853 -0.92794 -6.45671
O -0.75528 -2.49191 -3.85090
O -2.67376 -1.91291 -1.89561
O 2.15236 1.81650 6.49804
O 1.98758 1.74952 1.49698
O 0.08763 0.47847 2.54900
O -4.94262 -1.98736 0.36921
O -4.59915 0.23907 -0.53420
O 2.79318 2.60364 -5.55866
O -1.69079 0.16283 -0.02150
O 5.13386 3.92114 7.36132
O 4.24360 1.91928 8.45574
O 0.90822 0.19822 -4.67666
O 4.22893 1.16969 -6.93940
O -6.14247 -0.34081 2.59772
O -0.24274 2.14041 -0.45987
N 0.89717 -0.20013 0.24029
N 4.63938 1.83945 5.82756
N -6.96708 -0.45063 -0.00762
N -0.66625 -3.85177 -1.68981
N 3.54009 0.31754 -4.60674

**Energy relative to the best compared isomer or geometry (same formula, charge and spin)**: 101.0 kcal/mol
**Spin multiplicity**: 1
**Charge**: -3
**Orbital gap**: 6.1 eV
**E_LUMO**: 3.03 eV



Which formula does entry 6 have?
CuH12O6